Density functional theory data (the ωB97M-V functional and the def2-TZVPD basis) for a 6-piece molecular cluster, C43H76F10O13 overall at a distorted geometry.

Last column: Mulliken charge in e.
Cartesian coordinates (Å):
C -4.15 6.02 -3.39  -0.8963
C -4.77 4.55 -3.14  -0.2228
O -4.44 3.99 -1.86  -0.3408
C -3.27 3.14 -1.93  -0.4084
C -2.42 3.25 -0.57  0.7026
O -2.57 2.14 0.32  -0.4743
C -1.78 1.01 -0.08  -0.5435
C -0.20 1.18 0.27  1.3795
C 0.07 0.30 1.58  -1.3447
O 0.41 -1.06 1.28  -0.0921
C 1.69 -1.37 1.89  -0.2296
O 2.29 -2.57 1.39  -0.4135
C 1.30 -3.55 0.99  -0.3056
C 0.35 -4.05 2.21  0.4743
O -1.04 -4.06 1.79  -0.5324
O 0.51 0.75 -0.90  -0.4355
C 1.80 1.36 -1.02  0.5196
C 2.48 0.68 -2.33  -1.0690
C 1.44 0.47 -3.53  -0.2924
C 2.03 0.90 -4.96  0.7612
F 2.44 2.26 -5.00  -0.3142
F 3.22 0.14 -5.19  -0.3512
C 1.03 0.50 -6.14  0.4650
F 1.54 0.91 -7.40  -0.2835
F 0.86 -0.91 -6.17  -0.2799
C -0.44 1.12 -6.03  0.5529
F -1.26 0.46 -5.08  -0.2225
F -1.06 0.86 -7.28  -0.2957
C -0.50 2.71 -5.84  0.5744
F -1.84 3.08 -6.13  -0.2818
F -0.26 3.15 -4.55  -0.1365
F 0.28 3.41 -6.78  -0.2460
C 1.73 2.94 -1.36  -0.2411
O 2.19 3.60 -0.13  -0.3443
C 2.12 5.04 -0.26  0.4905
C 1.49 5.75 1.04  -0.9580
C 2.02 5.13 2.41  -0.0595
O 1.98 5.85 3.44  -0.5281
C 3.57 5.73 -0.49  -0.9268
C 4.78 4.69 -0.41  0.2148
F 6.02 5.23 -0.94  -0.3518
H -3.42 5.98 -4.28  0.2255
H -4.96 6.76 -3.69  0.2974
H -3.56 6.42 -2.50  0.2448
H -5.90 4.68 -3.18  0.3465
H -4.44 3.91 -4.03  0.2590
H -3.50 2.06 -2.24  0.0908
H -2.60 3.59 -2.76  0.2198
H -1.33 3.41 -0.86  -0.5752
H -2.83 4.18 -0.03  0.3563
H -2.19 0.00 0.30  0.3122
H -1.84 0.93 -1.23  0.0070
H -0.07 2.27 0.55  -0.1148
H 0.84 0.83 2.25  0.3618
H -0.89 0.28 2.22  0.3602
H 2.40 -0.51 1.62  0.2475
H 1.56 -1.35 3.02  0.2436
H 0.70 -3.25 0.07  0.1900
H 1.89 -4.48 0.68  0.3073
H 0.60 -5.14 2.45  -0.2098
H 0.51 -3.46 3.17  0.1261
H -1.27 -3.19 1.39  0.3191
H 2.50 1.13 -0.15  0.0729
H 3.02 -0.29 -2.07  0.3894
H 3.31 1.37 -2.74  0.2098
H 0.48 1.06 -3.40  0.0434
H 1.23 -0.66 -3.58  0.4000
H 0.67 3.27 -1.65  -0.2786
H 2.47 3.25 -2.17  0.6216
H 1.50 5.27 -1.19  0.3783
H 0.35 5.68 1.02  0.2920
H 1.75 6.87 1.06  0.4152
H 2.43 4.08 2.52  0.4380
H 3.75 6.53 0.30  0.3163
H 3.63 6.25 -1.51  0.2969
H 4.95 4.43 0.69  0.1975
H 4.57 3.75 -1.02  -0.0464
C 0.58 -9.38 3.40  -0.6034
C -0.14 -9.42 2.06  0.0043
C -0.68 -8.01 1.95  -0.5403
O 0.25 -7.16 2.65  -0.2961
C 1.15 -7.98 3.40  -0.5485
H 1.34 -10.16 3.51  0.3474
H -0.15 -9.49 4.21  0.2376
H 0.58 -9.62 1.26  0.2823
H -0.93 -10.18 2.01  -0.1611
H -1.65 -7.91 2.44  0.2883
H -0.77 -7.68 0.91  0.2919
H 2.13 -7.95 2.91  0.3190
H 1.26 -7.57 4.41  0.3109
C 0.33 6.49 7.56  -0.5319
C 0.76 6.94 6.18  -0.4007
C -0.51 6.79 5.37  -0.2589
O -1.60 7.00 6.28  -0.4292
C -1.10 7.01 7.62  -0.4776
H 0.96 6.86 8.36  0.3332
H 0.33 5.39 7.60  0.2708
H 1.06 8.00 6.22  0.2304
H 1.60 6.37 5.77  0.2998
H -0.60 5.77 4.97  0.1913
H -0.57 7.50 4.55  0.2431
H -1.12 8.04 7.99  0.2708
H -1.74 6.40 8.26  0.2748
C -3.19 -14.05 1.71  -0.5865
C -2.64 -14.80 2.91  -0.5418
C -1.39 -14.01 3.22  -0.4605
O -1.65 -12.65 2.84  -0.3441
C -2.85 -12.62 2.06  -0.3790
H -4.26 -14.21 1.55  0.3343
H -2.66 -14.36 0.80  0.2784
H -3.35 -14.74 3.74  0.2602
H -2.44 -15.85 2.71  0.3285
H -0.54 -14.37 2.64  0.2760
H -1.13 -14.04 4.29  0.2619
H -3.64 -12.16 2.67  0.2640
H -2.70 -12.00 1.17  0.2781
C -7.99 0.57 -1.25  -0.5353
C -7.66 1.18 0.10  -0.5362
C -7.07 2.52 -0.30  0.1082
O -7.72 2.91 -1.52  -0.4119
C -8.44 1.79 -2.04  -0.3959
H -8.75 -0.21 -1.20  0.3400
H -7.09 0.15 -1.69  0.2467
H -8.58 1.33 0.67  0.2643
H -6.98 0.58 0.70  0.3249
H -6.00 2.44 -0.49  -0.2491
H -7.24 3.29 0.46  0.3142
H -9.51 1.98 -1.90  0.2624
H -8.25 1.68 -3.11  0.2668
C 9.19 2.83 -2.80  -0.5564
C 8.57 2.68 -4.18  -0.5555
C 7.37 1.79 -3.89  -0.3496
O 6.95 2.09 -2.55  -0.3700
C 7.96 2.88 -1.91  -0.2307
H 9.82 3.71 -2.70  0.3270
H 9.79 1.95 -2.57  0.2616
H 8.23 3.66 -4.54  0.2658
H 9.24 2.25 -4.92  0.3524
H 7.64 0.73 -3.93  0.2920
H 6.54 1.97 -4.58  0.1907
H 7.58 3.90 -1.82  0.1026
H 8.16 2.49 -0.91  0.2793

The calculation puts the energy above the lowest of the compared OMol25 structures with the same formula, charge and spin at 128.2 kcal per mole. The max |F| comes out at 0.0721 Eh/bohr. The total energy comes out at -99605.769 eV. As for the HOMO energy: -0.3383 hartree.

***

Density functional theory data (the ωB97M-V functional and the def2-TZVPD basis) for one molecule with the formula C17H22N2O4.

Last column: natural (NBO) charge in e.
Cartesian coordinates (Å):
C 4.55 3.73 0.80  -0.5999
C 4.33 2.25 1.11  -0.3870
C 3.86 1.48 -0.12  -0.3882
C 3.65 0.00 0.17  -0.3929
C 3.20 -0.77 -1.06  -0.4210
C 2.97 -2.25 -0.77  -0.0744
O 1.92 -2.44 0.18  -0.4952
C 0.67 -2.43 -0.27  0.8178
O 0.37 -2.30 -1.43  -0.6351
C -0.32 -2.62 0.86  -0.5237
C -1.74 -2.88 0.37  -0.2342
N -2.47 -1.67 0.05  -0.2417
N -2.13 -1.04 -1.13  -0.4398
C -2.69 0.10 -1.61  0.6283
O -2.28 0.62 -2.64  -0.6143
C -3.80 0.62 -0.79  -0.1272
C -4.49 1.75 -1.20  -0.1579
C -5.53 2.25 -0.44  -0.1942
C -5.89 1.62 0.74  -0.2125
C -5.21 0.49 1.16  -0.1174
C -4.16 -0.02 0.40  -0.1268
C -3.46 -1.23 0.87  0.6332
O -3.73 -1.81 1.91  -0.6358
H 5.30 3.85 0.02  0.2003
H 4.88 4.26 1.69  0.2081
H 3.62 4.19 0.45  0.2018
H 3.59 2.15 1.90  0.1936
H 5.26 1.82 1.47  0.1924
H 2.93 1.92 -0.49  0.1970
H 4.60 1.59 -0.92  0.1925
H 4.58 -0.43 0.54  0.1930
H 2.90 -0.11 0.96  0.2002
H 3.95 -0.69 -1.85  0.2119
H 2.27 -0.34 -1.45  0.2167
H 3.85 -2.70 -0.31  0.1926
H 2.71 -2.78 -1.69  0.2044
H -0.30 -1.73 1.50  0.2505
H 0.03 -3.45 1.48  0.2473
H -2.32 -3.37 1.16  0.2645
H -1.72 -3.52 -0.52  0.2152
H -1.32 -1.43 -1.61  0.4477
H -4.19 2.23 -2.13  0.2412
H -6.07 3.13 -0.77  0.2184
H -6.70 2.00 1.34  0.2177
H -5.47 -0.02 2.08  0.2328

The calculation puts the energy above the lowest of the compared OMol25 structures with the same formula, charge and spin at 20.9 kcal per mole. The max |F| comes out at 0.0149 Eh/bohr. The total energy comes out at -29157.225 eV. As for the HOMO energy: -0.3124 hartree.

***

Density functional theory data (the ωB97M-V functional and the def2-TZVPD basis) for one molecule with the formula C5H8O2.

Last column: natural (NBO) charge in e.
Cartesian coordinates (Å):
C -2.09 0.07 0.05  -0.6116
C -0.92 -0.84 -0.35  -0.3894
C 0.39 -0.11 -0.69  -0.5173
C 1.07 0.42 0.54  0.4837
O 0.50 0.70 1.57  -0.5002
C 2.60 0.57 0.58  0.3482
O 3.35 0.17 -0.28  -0.4740
H -1.95 0.48 1.06  0.2268
H -3.04 -0.47 0.04  0.2099
H -2.18 0.92 -0.64  0.1976
H -1.22 -1.43 -1.23  0.2071
H -0.72 -1.55 0.46  0.2068
H 1.09 -0.73 -1.25  0.2442
H 0.18 0.75 -1.35  0.2395
H 2.93 1.05 1.52  0.1287

The calculation puts the energy above the lowest of the compared OMol25 structures with the same formula, charge and spin at 19.8 kcal per mole. The max |F| comes out at 0.0120 Eh/bohr. The total energy comes out at -9408.972 eV. As for the HOMO energy: -0.3602 hartree.

***

Density functional theory data (the ωB97M-V functional and the def2-TZVPD basis) for one molecule with the formula C3H2N2S at a distorted geometry.

Last column: natural (NBO) charge in e.
Cartesian coordinates (Å):
H -1.51 -1.32 2.02  0.3949
N -0.89 -1.08 1.27  -0.6272
C -0.62 0.04 0.82  0.3741
S -1.06 1.93 0.78  0.0709
C -0.13 0.81 -0.21  -0.4688
C 0.86 0.47 -1.00  0.4616
N 1.81 -0.12 -1.50  -0.5800
H 1.55 -0.74 -2.18  0.3744

The calculation puts the energy above the lowest of the compared OMol25 structures with the same formula, charge and spin at 55.0 kcal per mole. The max |F| comes out at 0.0685 Eh/bohr. The total energy comes out at -16955.020 eV. As for the HOMO energy: -0.3104 hartree.

***

Density functional theory data (the ωB97M-V functional and the def2-TZVPD basis) for one molecule with the formula C25H31NO4 at a distorted geometry.

Last column: natural (NBO) charge in e.
Cartesian coordinates (Å):
C 0.92 2.55 -4.60  -0.6327
C 1.55 1.85 -3.43  -0.0722
O 0.51 1.41 -2.49  -0.5065
C 0.90 0.43 -1.66  0.8354
O 2.06 0.04 -1.70  -0.6161
C -0.14 -0.22 -0.66  -0.2787
C -1.58 -0.08 -1.23  0.8328
O -2.58 -0.30 -0.55  -0.6056
O -1.72 0.25 -2.52  -0.5037
C -3.11 0.23 -2.95  -0.0732
C -3.12 0.94 -4.26  -0.6256
C 0.28 -1.70 -0.68  -0.0430
C -0.58 -2.72 -1.08  -0.2137
C -0.26 -4.06 -0.75  -0.2288
C 0.99 -4.42 -0.26  -0.2005
C 1.92 -3.40 -0.05  -0.2382
C 1.55 -2.06 -0.23  -0.1080
C -0.13 0.30 0.72  0.0217
C -1.22 -0.25 1.69  -0.0169
C -1.54 0.66 2.70  -0.2270
C -2.53 0.39 3.64  -0.2113
C -3.24 -0.82 3.56  -0.2197
C -2.95 -1.73 2.54  -0.2336
C -1.90 -1.48 1.64  -0.1191
N 1.16 0.32 1.40  -0.5010
C 2.17 1.24 0.91  -0.1959
C 2.66 2.31 1.88  -0.4116
C 2.95 1.77 3.28  -0.3999
C 1.80 0.90 3.78  -0.4114
C 1.41 -0.18 2.77  -0.2122
H 1.66 3.21 -5.06  0.2188
H 0.65 1.83 -5.38  0.2119
H 0.05 3.16 -4.35  0.2220
H 2.12 0.98 -3.77  0.2104
H 2.20 2.52 -2.85  0.1854
H -3.42 -0.82 -3.02  0.1870
H -3.72 0.74 -2.19  0.2092
H -4.13 0.93 -4.67  0.2159
H -2.83 1.99 -4.12  0.2150
H -2.44 0.45 -4.97  0.2147
H -1.52 -2.48 -1.59  0.2158
H -1.02 -4.82 -0.89  0.2128
H 1.24 -5.45 -0.02  0.2153
H 2.92 -3.62 0.32  0.2134
H 2.28 -1.29 -0.01  0.2341
H -0.38 1.37 0.65  0.1862
H -0.98 1.60 2.74  0.2082
H -2.74 1.13 4.41  0.2111
H -4.05 -1.03 4.26  0.2119
H -3.54 -2.65 2.43  0.2114
H -1.62 -2.25 0.93  0.2146
H 1.75 1.75 0.05  0.1920
H 3.03 0.64 0.58  0.1802
H 1.89 3.08 1.92  0.1908
H 3.55 2.76 1.44  0.2100
H 3.89 1.21 3.28  0.1963
H 3.11 2.62 3.96  0.2082
H 2.09 0.41 4.72  0.2105
H 0.92 1.53 4.00  0.1947
H 0.57 -0.78 3.14  0.2326
H 2.27 -0.86 2.65  0.1759

The calculation puts the energy above the lowest of the compared OMol25 structures with the same formula, charge and spin at 58.8 kcal per mole. The max |F| comes out at 0.0785 Eh/bohr. The total energy comes out at -36106.986 eV. As for the HOMO energy: -0.2830 hartree.